# C6H12N2O

A 2-piece molecular cluster, C6H12N2O overall at a distorted geometry (wB97M-V/def2-TZVPD, the Open Molecules 2025 dataset).

```
! RIJCOSX wB97M-V def2-TZVPD def2/J DEFGRID3
* xyz 0 1
N 0.5127 2.3468 -0.3770
C -0.3539 1.7675 0.6121
C -1.4233 0.6138 0.0141
N -2.3236 0.2818 1.0518
O -1.8622 0.8594 -1.1221
H 0.0048 2.4666 -1.2488
H 1.3159 1.7455 -0.5205
H 0.2298 1.4057 1.4627
H -1.0638 2.5393 0.9238
H -2.0126 0.4219 2.0035
H -3.2817 0.5992 0.9823
C 1.7980 -2.0251 0.7300
C 0.8921 -1.2621 -0.1345
C -0.3532 -1.1363 -0.6457
C 0.8286 -0.8419 -1.5450
H 2.6841 -1.4430 0.9892
H 1.2833 -2.4375 1.5968
H 2.1835 -2.8829 0.1674
H -1.2657 -1.6826 -0.7925
H 1.0886 0.1833 -1.8042
H 1.1188 -1.5193 -2.3433
*
```

## Properties
- relative energy (zero: lowest compared OMol25 entry of this formula, charge and spin) (kcal per mole) = 102.6
- SMILES = NCC(N)=O.CC1=CC1
- HOMO (eV) = -8.30

=====

# C19H18Br2INO2S5Se2Sn

C19H18Br2INO2S5Se2Sn as an isolated structure at a distorted geometry (wB97M-V/def2-TZVPD, the Open Molecules 2025 dataset).

```
! RIJCOSX wB97M-V def2-TZVPD def2/J DEFGRID3
* xyz -2 1
Sn 9.0746 11.4393 13.3963
O 7.1469 8.0453 13.9450
C 8.5110 7.7028 13.6008
C 9.4705 7.4441 14.7434
C 8.7404 6.6746 15.8723
O 7.7506 7.2686 16.6708
C 10.5474 6.3934 14.2533
Se 11.4312 6.8700 12.5726
C 10.1582 8.7362 15.2759
Se 8.9271 10.2358 15.7150
H 7.0769 9.0437 14.0383
H 8.9149 8.4170 12.9675
H 8.4914 6.7657 12.9437
H 9.4934 6.2638 16.5720
H 8.2972 5.7626 15.3762
H 7.3811 7.9632 16.0471
H 10.0673 5.4544 13.9716
H 11.2656 6.2333 15.0172
H 10.9630 8.9598 14.5629
H 10.5699 8.4088 16.2319
S 3.5013 16.1556 14.9449
C 4.7055 15.1878 14.4229
S 4.4790 13.5003 13.9846
C 6.0975 13.0929 13.6404
C 7.0378 13.9985 13.9453
S 8.8048 13.9329 13.8480
S 6.3700 15.6017 14.3973
S 6.4722 11.5393 12.9151
Br 5.0198 11.7312 20.9277
C 5.4069 11.0539 19.2401
C 5.1945 9.6552 19.0618
C 5.3820 9.0951 17.7712
C 5.7384 9.9607 16.7045
C 5.9956 11.2857 16.9389
C 5.8818 11.8360 18.2408
I 6.5137 13.7762 18.3332
H 4.8575 9.0701 20.0279
H 5.1619 8.0244 17.6928
H 5.7512 9.5530 15.7036
H 6.1507 11.9996 16.1256
Br 5.3210 10.9620 8.8405
C 5.4148 12.7905 9.3477
C 6.3372 13.5941 8.7215
C 6.5236 14.8880 9.2060
C 5.6861 15.2608 10.2925
N 4.8457 14.4723 10.9364
C 4.7605 13.2234 10.4529
H 6.9452 13.2593 7.8834
H 7.2833 15.5963 8.8204
H 5.7514 16.3686 10.5449
H 4.0958 12.5293 10.9853
*
```

## Properties
- HOMO (eV) = -0.99